Entry from OMol25: a structure of composition C32H22AuCl4N2O3PS (ωB97M-V/def2-TZVPD).

Geometry (Å):
1 Au 0.3943 0.8233 -0.5745
2 Cl 4.6981 0.9516 5.0455
3 C 4.1401 0.8980 3.4233
4 C 5.0682 0.6027 2.3737
5 Cl 6.7150 0.3057 2.7711
6 C 4.6509 0.5593 1.0735
7 Cl 5.7319 0.2172 -0.2131
8 C 3.2780 0.8166 0.7184
9 O 2.8717 0.8280 -0.4571
10 C 2.3191 1.0733 1.8099
11 O 1.0952 1.2374 1.5471
12 C 2.8168 1.1292 3.1412
13 Cl 1.6763 1.4756 4.3964
14 O -0.0332 1.4791 -3.3541
15 C -0.4578 0.8275 -2.4509
16 C -1.6449 -0.0988 -2.5774
17 C -2.6656 0.2196 -3.4654
18 C -3.7725 -0.6080 -3.5658
19 C -3.8345 -1.7789 -2.8180
20 C -2.8033 -2.1074 -1.9520
21 C -1.7211 -1.2467 -1.7900
22 P -0.3091 -1.5794 -0.6781
23 C 0.2557 -3.1916 -1.3257
24 C 0.5441 -3.2728 -2.6903
25 C 0.9992 -4.4587 -3.2419
26 C 1.1858 -5.5747 -2.4347
27 C 0.9223 -5.4935 -1.0766
28 C 0.4628 -4.3056 -0.5197
29 C -0.9330 -1.9318 0.9930
30 C -2.2706 -2.0439 1.3558
31 C -2.6167 -2.2582 2.6837
32 C -1.6336 -2.3548 3.6582
33 C -0.2963 -2.2207 3.3076
34 C 0.0490 -2.0004 1.9836
35 H -2.5741 1.1126 -4.0712
36 H -4.5798 -0.3500 -4.2399
37 H -4.6852 -2.4415 -2.9176
38 H -2.8334 -3.0430 -1.4058
39 H 0.4092 -2.4023 -3.3232
40 H 1.2124 -4.5117 -4.3020
41 H 1.5385 -6.5036 -2.8645
42 H 1.0718 -6.3581 -0.4421
43 H 0.2556 -4.2571 0.5415
44 H -3.0502 -1.9297 0.6149
45 H -3.6614 -2.3398 2.9569
46 H -1.9097 -2.5201 4.6921
47 H 0.4752 -2.2696 4.0656
48 H 1.0912 -1.8603 1.7141
49 N -1.5414 2.1326 2.9905
50 C -1.4652 2.4672 1.6787
51 S -2.1985 1.4685 0.5379
52 N -0.7660 3.5905 1.4372
53 C -0.4003 4.2373 0.2328
54 C -0.9983 4.0125 -1.0002
55 C -0.5370 4.7026 -2.1144
56 C 0.4975 5.6183 -2.0177
57 C 1.0781 5.8537 -0.7778
58 C 0.6324 5.1684 0.3375
59 H -1.8390 1.1837 3.1540
60 H -0.8219 2.4585 3.6193
61 H -0.3042 3.9827 2.2434
62 H -1.8115 3.3106 -1.0918
63 H -0.9994 4.5096 -3.0740
64 H 0.8496 6.1435 -2.8956
65 H 1.8870 6.5657 -0.6774
66 H 1.0958 5.3500 1.3023

ΔE to the lowest compared entry with this formula, charge and spin = 23.4 kcal per mole
Total charge = 0
Kohn-Sham gap (alpha / beta) = 0.25622 / 0.23918 Eh
2S+1 = 3
E = -116569.567 eV

=====

Entry from OMol25: a structure of composition C32H22BrN5NdO7S (ωB97M-V/def2-TZVPD).

Geometry (Å):
1 Nd 9.5713 8.4646 11.5361
2 Br 8.5675 13.5665 16.9755
3 C 9.4795 12.3146 15.9531
4 C 9.5664 11.0060 16.5311
5 C 9.9357 9.9613 15.7142
6 C 10.3431 10.1857 14.3782
7 O 10.4623 9.1761 13.5941
8 C 10.4128 11.5426 13.8996
9 C 10.8089 11.7887 12.5712
10 N 10.7027 10.9652 11.5487
11 C 10.7749 11.5454 10.2872
12 C 10.6436 12.9406 10.0362
13 C 10.7173 13.4628 8.7321
14 C 10.8966 12.6358 7.6269
15 C 11.0358 11.2370 7.8325
16 C 11.3383 10.3450 6.7874
17 C 11.5070 9.0027 7.0709
18 C 11.2658 8.5085 8.3485
19 N 10.9683 9.3293 9.3674
20 C 10.8792 10.6634 9.1691
21 C 9.9272 12.6021 14.6900
22 H 9.2480 10.9309 17.5797
23 H 9.9986 8.9477 16.0991
24 H 11.2471 12.7909 12.4386
25 H 10.4629 13.5899 10.8795
26 H 10.6624 14.5237 8.5707
27 H 10.9728 13.0406 6.6176
28 H 11.5167 10.7610 5.8073
29 H 11.7572 8.2784 6.2793
30 H 11.3003 7.4471 8.5502
31 H 9.9333 13.6102 14.2655
32 O 4.4863 11.2027 16.7135
33 C 4.5098 9.9608 16.4059
34 O 4.1075 8.9268 17.0089
35 C 5.2228 9.6706 15.1396
36 C 5.6911 10.7686 14.3383
37 C 6.6630 10.5446 13.3648
38 N 7.2296 9.3461 13.1152
39 C 6.6916 8.2787 13.7076
40 C 5.6476 8.3974 14.6943
41 C 7.2339 6.9150 13.3381
42 O 6.7177 5.8606 13.7615
43 O 8.3086 6.9406 12.5690
44 H 5.4276 11.8119 14.5247
45 H 7.0353 11.3630 12.7583
46 H 5.3176 7.4506 15.1261
47 N 11.4478 6.7379 12.2135
48 C 11.4401 5.5574 11.3548
49 C 10.3942 5.6311 10.1989
50 O 10.3716 4.6430 9.4535
51 O 9.6583 6.7166 10.0423
52 H 12.3852 7.1688 12.2347
53 H 11.2129 6.5029 13.1749
54 H 11.1981 4.6462 11.8935
55 H 12.3826 5.3862 10.8601
56 S 5.7771 8.5716 7.8751
57 C 7.2026 8.1948 8.8222
58 N 7.6905 9.1362 9.5901
59 C 6.9329 10.2966 9.4014
60 C 7.1983 11.5083 10.0348
61 C 6.3570 12.5964 9.7753
62 C 5.2676 12.4643 8.9126
63 C 5.0108 11.2752 8.2289
64 C 5.8651 10.1746 8.4688
65 H 7.6154 7.1856 8.7815
66 H 8.0349 11.5320 10.7506
67 H 6.5958 13.5891 10.1234
68 H 4.6235 13.3085 8.7288
69 H 4.1052 11.1399 7.6235

ΔE to the lowest compared entry with this formula, charge and spin = 15.9 kcal per mole
Total charge = -1
Kohn-Sham gap (alpha / beta) = 0.20883 / 0.20878 Eh
2S+1 = 4
E = -151486.383 eV

=====

Entry from OMol25: a structure of composition C32H23BrHgN7O5S3Se (ωB97M-V/def2-TZVPD).

Geometry (Å):
1 Hg -0.0170 -0.2334 -0.5288
2 O -2.3078 5.5428 2.0643
3 C -1.9861 4.2984 1.6137
4 C -0.9308 3.5655 2.1433
5 C -0.6769 2.3189 1.6112
6 N -1.3951 1.7794 0.6274
7 C -2.3921 2.4962 0.1383
8 Br -3.3712 1.7173 -1.2694
9 C -2.7430 3.7612 0.5864
10 H -1.6779 5.7961 2.7457
11 H -0.3106 3.9572 2.9387
12 H 0.1444 1.7107 1.9671
13 H -3.5598 4.3103 0.1461
14 O 4.7622 -1.2460 5.6373
15 N 3.5476 -1.5220 5.8539
16 O 3.1890 -1.9939 6.9671
17 C 2.5762 -1.3096 4.8852
18 C 1.2606 -1.6211 5.2174
19 C 0.1996 -1.4244 4.3127
20 C -1.1456 -1.7118 4.6434
21 C -2.1357 -1.4738 3.7295
22 C -1.7901 -0.9545 2.4736
23 N -0.5425 -0.6906 2.1339
24 C 0.4360 -0.9106 3.0209
25 C 1.8074 -0.5767 2.6512
26 N 1.9789 -0.0732 1.4206
27 C 3.1907 0.2400 1.0064
28 C 4.3107 0.0711 1.8128
29 C 4.1542 -0.4275 3.0868
30 C 2.8748 -0.7736 3.5595
31 H 1.0640 -2.0163 6.2015
32 H -1.3706 -2.1173 5.6231
33 H -3.1724 -1.6879 3.9525
34 H -2.5432 -0.7712 1.7162
35 H 3.2599 0.6398 0.0008
36 H 5.2920 0.3333 1.4394
37 H 4.9901 -0.5695 3.7506
38 C 1.4690 -4.2663 -0.2794
39 O 0.8990 -2.9906 -0.0088
40 C 0.8695 -2.1276 -1.0752
41 O 1.3365 -2.4623 -2.1374
42 H 1.4362 -4.8136 0.6612
43 H 2.5017 -4.1725 -0.6218
44 H 0.8952 -4.7944 -1.0434
45 S -6.7459 -1.8334 -4.8697
46 C -5.3301 -1.6552 -3.9794
47 S -5.1349 -2.4057 -2.4310
48 C -3.5633 -1.6667 -2.2329
49 N -3.2272 -0.9300 -3.2512
50 N -4.2056 -0.9555 -4.2328
51 C -3.8887 -0.1778 -5.3804
52 C -3.0028 0.8872 -5.2292
53 C -2.6571 1.6525 -6.3286
54 C -3.1773 1.3641 -7.5816
55 C -4.0400 0.2905 -7.7269
56 C -4.3981 -0.4871 -6.6376
57 S -2.6554 -1.9537 -0.8232
58 H -2.5675 1.0882 -4.2588
59 H -1.9647 2.4726 -6.1979
60 H -2.9008 1.9641 -8.4392
61 H -4.4397 0.0411 -8.7011
62 H -5.0649 -1.3231 -6.7535
63 Se 0.8980 2.0414 -1.5232
64 C 2.2144 1.3913 -2.7290
65 C 3.5078 1.9127 -2.7332
66 C 4.4338 1.4427 -3.6450
67 N 4.1890 0.4905 -4.5402
68 C 2.9589 -0.0226 -4.5162
69 C 1.9571 0.3838 -3.6564
70 H 3.7863 2.6872 -2.0296
71 H 5.4384 1.8574 -3.6474
72 H 2.7566 -0.8158 -5.2278
73 H 0.9872 -0.0947 -3.6898

Total charge = -2
Kohn-Sham gap (alpha / beta) = 0.16835 / 0.23101 Eh
2S+1 = 2
E = -226295.095 eV

=====

Entry from OMol25: a structure of composition C32H23N5OSeTc (ωB97M-V/def2-TZVPD).

Geometry (Å):
1 Tc 1.1481 0.9799 2.7394
2 C -4.6454 -5.5397 -7.8678
3 O -5.0002 -4.2589 -7.3776
4 C -4.3090 -3.7799 -6.3141
5 C -3.2713 -4.4570 -5.6806
6 C -2.6432 -3.8802 -4.5870
7 C -3.0295 -2.6349 -4.1104
8 C -4.0585 -1.9594 -4.7684
9 C -4.6924 -2.5204 -5.8565
10 C -2.3495 -2.0775 -2.9364
11 N -1.2938 -2.5994 -2.3575
12 C -1.0084 -1.7620 -1.3086
13 C -1.9026 -0.7242 -1.2519
14 N -2.7616 -0.9365 -2.3036
15 C -1.8763 0.3139 -0.2622
16 C -2.7950 1.3377 -0.1269
17 C -2.6313 2.2603 0.9226
18 C -1.5651 2.1447 1.7702
19 N -0.6365 1.1598 1.6623
20 C -0.8036 0.2215 0.6589
21 C 0.1264 -0.8415 0.6199
22 N 1.1038 -0.8339 1.5845
23 C 1.9494 -1.8764 1.6386
24 C 1.8997 -2.9306 0.7542
25 C 0.9406 -2.9294 -0.2602
26 C 0.0460 -1.8817 -0.3371
27 H -5.3135 -5.7386 -8.7003
28 H -4.7800 -6.3074 -7.1021
29 H -3.6118 -5.5564 -8.2216
30 H -2.9464 -5.4277 -6.0245
31 H -1.8367 -4.3973 -4.0850
32 H -4.3705 -0.9733 -4.4453
33 H -5.4887 -2.0016 -6.3726
34 H -3.5564 -0.3749 -2.5486
35 H -3.6313 1.4267 -0.8082
36 H -3.3392 3.0627 1.0719
37 H -1.4048 2.8525 2.5720
38 H 2.6788 -1.8429 2.4371
39 H 2.6036 -3.7436 0.8572
40 H 0.8740 -3.7355 -0.9788
41 Se 1.9545 0.0438 4.8508
42 C 3.7143 0.5684 5.3842
43 C 3.9113 1.2324 6.5872
44 C 5.2090 1.5039 6.9950
45 N 6.2936 1.1656 6.3015
46 C 6.0906 0.5382 5.1441
47 C 4.8372 0.2215 4.6442
48 H 3.0692 1.5311 7.1967
49 H 5.3864 2.0219 7.9316
50 H 6.9813 0.2687 4.5867
51 H 4.7425 -0.2855 3.6934
52 C 1.7248 2.6270 2.6274
53 C 2.0032 4.0046 2.3083
54 C 1.4126 4.5697 1.1719
55 C 1.5783 5.9168 0.9011
56 C 2.3406 6.7104 1.7503
57 C 2.9482 6.1482 2.8654
58 C 2.7860 4.8021 3.1449
59 H 0.8224 3.9388 0.5187
60 H 1.1129 6.3500 0.0253
61 H 2.4614 7.7651 1.5408
62 H 3.5474 6.7646 3.5228
63 H 3.2543 4.3557 4.0127

ΔE to the lowest compared entry with this formula, charge and spin = 9.6 kcal per mole
Total charge = 0
Kohn-Sham gap (alpha / beta) = 0.19336 / 0.25952 Eh
2S+1 = 4
E = -110599.142 eV

=====

Entry from OMol25: a structure of composition C32H23N6Ru (ωB97M-V/def2-TZVPD).

Geometry (Å):
1 Ru -0.1681 0.4278 0.4406
2 C 3.6958 2.3713 1.2368
3 C 2.6130 1.8029 0.5529
4 N 1.5104 1.4217 1.1665
5 C 1.4117 1.5749 2.5246
6 C 2.4694 2.0888 3.2889
7 C 3.6270 2.5076 2.5977
8 C 2.3307 2.1233 4.6987
9 C 1.1999 1.6270 5.2774
10 C 0.1320 1.1190 4.5013
11 C 0.2043 1.1333 3.1342
12 N -0.7537 0.6553 2.1978
13 C -2.1153 0.3645 2.4801
14 C -2.8432 0.7120 3.5858
15 C -4.1998 0.3289 3.6953
16 C -4.8210 -0.3740 2.7060
17 C -4.1164 -0.6877 1.5174
18 C -4.6969 -1.3472 0.4131
19 C -3.9561 -1.5499 -0.7191
20 C -2.6357 -1.0848 -0.7635
21 N -2.0542 -0.4774 0.2523
22 C -2.7745 -0.2945 1.4063
23 H 4.5721 2.6745 0.6830
24 H 2.6471 1.6463 -0.5184
25 H 4.4572 2.9229 3.1550
26 H 3.1371 2.5191 5.3013
27 H 1.1048 1.6137 6.3542
28 H -0.7190 0.6986 5.0134
29 H -2.4109 1.3002 4.3799
30 H -4.7437 0.6044 4.5880
31 H -5.8557 -0.6747 2.8022
32 H -5.7266 -1.6768 0.4704
33 H -4.3706 -2.0444 -1.5854
34 H -2.0452 -1.2023 -1.6615
35 N -0.4752 3.5634 -2.3136
36 C -0.2631 2.9620 -1.1380
37 N -0.2194 1.6472 -1.2551
38 C -0.4168 1.3692 -2.6118
39 C -0.4299 0.1654 -3.3163
40 C -0.6343 0.2300 -4.6780
41 C -0.8129 1.4560 -5.3407
42 C -0.7817 2.6534 -4.6601
43 C -0.5779 2.5795 -3.2862
44 H -0.5505 4.5584 -2.4531
45 H -0.1524 3.5009 -0.2105
46 H -0.2637 -0.7813 -2.8232
47 H -0.6491 -0.6837 -5.2563
48 H -0.9696 1.4582 -6.4102
49 H -0.9072 3.5989 -5.1692
50 N 0.9214 -1.0335 -0.5191
51 C 1.4612 -1.9535 -0.9479
52 C 2.1276 -3.0921 -1.4788
53 C 1.5319 -4.3505 -1.3491
54 C 2.1852 -5.4532 -1.8653
55 C 3.4116 -5.2989 -2.5012
56 C 3.9985 -4.0450 -2.6274
57 C 3.3618 -2.9309 -2.1158
58 H 0.5797 -4.4545 -0.8466
59 H 1.7415 -6.4343 -1.7711
60 H 3.9172 -6.1670 -2.9023
61 H 4.9532 -3.9396 -3.1230
62 H 3.8069 -1.9492 -2.2034

ΔE to the lowest compared entry with this formula, charge and spin = 3.6 kcal per mole
Total charge = +2
Kohn-Sham gap (alpha / beta) = 0.25788 / 0.24849 Eh
2S+1 = 2
E = -45068.905 eV

=====

Entry from OMol25: a structure of composition C32H24BClF2N8O9S2Sc (ωB97M-V/def2-TZVPD).

Geometry (Å):
1 Sc 0.5474 -0.1208 0.0255
2 Cl 6.3228 4.6836 0.4661
3 C 5.1834 3.3647 0.3666
4 C 5.6572 2.0558 0.1816
5 C 4.7888 1.0000 0.0925
6 C 3.3834 1.1856 0.1766
7 O 2.5730 0.1874 0.0673
8 C 2.9396 2.5189 0.3766
9 C 1.5456 2.7850 0.5086
10 O 0.6666 1.9313 0.4592
11 C 3.8441 3.5913 0.4656
12 H 6.7253 1.8909 0.1092
13 H 5.1634 -0.0034 -0.0488
14 H 1.2407 3.8261 0.6735
15 H 3.4641 4.5963 0.6142
16 C 4.3339 -2.4315 -0.7277
17 N 3.9233 -2.4532 0.6668
18 C 4.7337 -2.3325 1.7792
19 C 3.9192 -2.4114 2.8513
20 N 2.6233 -2.5926 2.4072
21 B 1.5458 -3.1415 3.4110
22 N 0.0619 -2.6710 3.2008
23 C -0.9723 -3.5344 3.5139
24 C -2.1161 -2.8238 3.5767
25 N -1.7784 -1.5150 3.2865
26 C -2.7050 -0.3958 3.2505
27 C -0.4413 -1.4316 3.0841
28 S 0.4001 0.0167 2.6988
29 C 2.6388 -2.5955 1.0655
30 S 1.3406 -2.7153 -0.0488
31 H 5.4169 -2.3345 -0.7679
32 H 3.8581 -1.6019 -1.2439
33 H 4.0289 -3.3514 -1.2207
34 H 5.7994 -2.1919 1.7082
35 H 4.1462 -2.3605 3.9030
36 H 1.5200 -4.3523 3.3067
37 H 1.9019 -2.7778 4.5142
38 H -0.7974 -4.5885 3.6517
39 H -3.1354 -3.1242 3.7564
40 H -3.6419 -0.7184 2.8013
41 H -2.2715 0.3978 2.6484
42 H -2.8869 -0.0173 4.2568
43 F -3.1912 3.7149 2.5010
44 C -3.1690 3.0313 1.3414
45 C -2.0343 2.8620 0.6730
46 C -2.1138 2.1105 -0.5681
47 C -3.2483 1.0931 -0.7921
48 C -4.4904 1.8121 -0.2138
49 F -5.6513 1.5386 -0.8088
50 C -4.4695 2.6132 0.8460
51 C -3.0947 -0.2669 -0.0477
52 C -4.2936 -0.9602 0.1808
53 C -4.2867 -2.3006 0.4748
54 C -3.0603 -2.9448 0.5581
55 C -1.9246 -2.1885 0.4020
56 N -1.8999 -0.8653 0.1256
57 H -1.1088 3.3236 0.9797
58 H -5.3701 3.0298 1.2796
59 H -5.2344 -0.4442 0.0723
60 H -5.2164 -2.8390 0.6281
61 H -2.9706 -4.0011 0.7762
62 H -0.9697 -2.6635 0.5530
63 O -1.8608 1.8403 -7.4672
64 N -2.0628 2.3792 -6.3919
65 O -2.7085 3.4050 -6.2595
66 C -1.5008 1.7657 -5.1866
67 C -1.7291 2.3662 -3.9530
68 C -1.2774 1.7437 -2.8336
69 C -0.4203 0.6252 -2.8872
70 O 0.1247 0.1993 -1.7834
71 C -0.1888 0.0739 -4.1641
72 C -0.7564 0.6226 -5.3042
73 N 0.6887 -1.0850 -4.3766
74 O 1.4409 -1.4352 -3.4913
75 O 0.6516 -1.6194 -5.4781
76 N -1.3351 2.4578 -1.5544
77 O -3.3871 0.6878 -2.0608
78 O -0.4874 3.4257 -1.4806
79 H -2.3054 3.2774 -3.8865
80 H -0.5797 0.1717 -6.2662

ΔE to the lowest compared entry with this formula, charge and spin = 18.3 kcal per mole
Total charge = -1
Kohn-Sham gap = 0.25395 Eh
E = -124927.642 eV

=====

Entry from OMol25: a structure of composition C32H24Br2F5N3O3SSiV (ωB97M-V/def2-TZVPD).

Geometry (Å):
1 V 0.9719 -0.4751 0.2201
2 Br -7.5703 -3.9627 -5.2218
3 C -7.1848 -3.2836 -3.4766
4 C -8.1013 -2.4538 -2.8432
5 C -7.8221 -1.9705 -1.5823
6 C -6.6161 -2.2774 -0.9057
7 C -5.7090 -3.1287 -1.5896
8 C -5.9966 -3.6233 -2.8479
9 N -6.4985 -1.8514 0.3854
10 N -5.3432 -1.8313 1.0282
11 C -4.1910 -1.4034 0.4278
12 C -4.0771 -0.6488 -0.7443
13 C -2.8473 -0.1680 -1.2176
14 C -1.6640 -0.4132 -0.5528
15 O -0.4506 -0.0213 -0.9580
16 C -1.7433 -1.1740 0.6408
17 N -0.5524 -1.4095 1.2641
18 C -0.5304 -2.0717 2.4022
19 C -1.6980 -2.5700 2.9851
20 C -2.9068 -2.3685 2.3550
21 C -2.9661 -1.6552 1.1510
22 H -9.0297 -2.1930 -3.3359
23 H -8.5347 -1.3367 -1.0686
24 H -4.7791 -3.4053 -1.1138
25 H -5.2895 -4.2759 -3.3449
26 H -4.9736 -0.4068 -1.2975
27 H -2.8158 0.4265 -2.1232
28 H 0.4411 -2.1991 2.8649
29 H -1.6356 -3.1023 3.9244
30 H -3.8359 -2.7392 2.7678
31 Br 5.4088 5.8336 1.6083
32 C 4.8326 4.0231 1.7165
33 C 5.4035 3.1884 2.6633
34 C 4.9770 1.8724 2.7345
35 C 3.9867 1.3955 1.8831
36 C 3.4222 2.2588 0.9540
37 C 3.8440 3.5779 0.8585
38 C 3.5646 -0.0548 2.0061
39 O 4.2132 -0.8106 2.7110
40 O 2.5199 -0.3847 1.3330
41 H 6.1592 3.5671 3.3379
42 H 5.3977 1.1882 3.4590
43 H 2.6145 1.9188 0.3174
44 H 3.3932 4.2505 0.1413
45 C 3.0527 -2.7934 -3.7142
46 Si 2.5393 -1.4218 -2.5135
47 C 1.5445 -0.1819 -3.5177
48 C 4.1359 -0.5796 -1.9614
49 C 1.6201 -2.0362 -1.0406
50 H 3.6140 -2.3953 -4.5647
51 H 2.1713 -3.3100 -4.1032
52 H 3.6772 -3.5367 -3.2119
53 H 2.0958 0.1169 -4.4144
54 H 1.3050 0.7133 -2.9402
55 H 0.5891 -0.6129 -3.8258
56 H 4.7133 -0.2198 -2.8180
57 H 4.7639 -1.2731 -1.3957
58 H 3.9420 0.2785 -1.3090
59 H 2.2533 -2.7203 -0.4618
60 H 0.7144 -2.5718 -1.3486
61 F 3.3562 6.2565 3.0677
62 C 2.5990 5.1893 2.7583
63 C 1.7518 5.2180 1.6681
64 F 1.6980 6.3233 0.9029
65 C 0.9728 4.1174 1.3643
66 F 0.1953 4.2142 0.2757
67 C 0.9791 2.9416 2.1216
68 S -0.0538 1.5893 1.7619
69 C 1.8626 2.9533 3.2071
70 F 1.9802 1.8746 3.9897
71 C 2.6551 4.0404 3.5249
72 F 3.4846 3.9956 4.5817

ΔE to the lowest compared entry with this formula, charge and spin = 38.8 kcal per mole
Total charge = -2
Kohn-Sham gap (alpha / beta) = 0.17234 / 0.20166 Eh
2S+1 = 4
E = -242262.042 eV